Molecular formula: C30H21N2O6RuS9
Method: DFT, ωB97M-V/def2-TZVPD

XYZ file:
```
69
Properties=species:S:1:pos:R:3:lowdin_spin:R:1
Ru 12.31 12.10 10.35 1.01
S 13.55 16.48 8.97 0.00
S 14.94 7.54 9.96 0.00
S 14.11 14.94 6.66 -0.02
S 13.19 14.22 10.90 0.30
S 9.57 12.00 13.78 0.01
S 11.33 9.71 8.42 0.00
S 15.41 11.01 11.31 0.00
S 13.42 17.82 6.49 0.10
S 13.24 12.43 8.09 0.26
O 15.15 8.37 8.81 0.00
O 15.22 11.65 12.59 0.00
O 13.55 7.55 10.53 0.00
O 15.42 6.20 9.82 0.00
O 14.10 10.73 10.56 0.02
O 16.40 11.47 10.44 0.00
N 10.64 13.43 10.17 0.27
N 11.28 10.21 10.14 0.02
C 10.01 10.64 7.77 0.04
C 9.70 13.36 11.24 0.13
C 15.99 8.13 11.37 0.00
C 8.70 6.69 8.91 0.00
C 8.18 14.94 10.19 0.31
C 9.07 14.94 9.02 0.06
C 17.75 8.65 13.58 0.00
C 10.42 8.15 8.46 -0.01
C 10.29 12.57 12.32 0.01
C 11.47 11.91 12.08 0.03
C 9.07 11.24 8.56 0.42
C 10.82 5.86 8.68 0.00
C 16.04 9.41 11.85 0.00
C 10.14 10.91 6.39 0.48
C 7.87 12.21 6.52 0.04
C 10.19 14.19 9.04 0.14
C 17.67 7.47 13.00 0.00
C 10.96 11.12 14.21 0.04
C 13.60 13.98 8.17 0.12
C 9.41 5.54 8.77 0.00
C 8.10 12.17 7.88 0.32
C 11.91 11.12 13.19 0.00
C 11.27 7.17 8.59 0.00
C 17.06 9.66 12.93 0.00
C 9.11 7.95 8.65 0.01
C 13.73 16.45 7.35 0.03
C 8.49 14.02 11.26 0.04
C 13.44 14.86 9.36 0.13
C 16.80 7.14 12.00 0.00
C 9.04 11.66 5.73 0.59
H 17.17 10.78 13.15 0.00
H 9.02 4.57 9.18 0.00
H 8.50 8.79 8.72 0.01
H 12.32 7.02 8.75 0.00
H 8.89 11.86 4.63 0.03
H 7.88 14.21 12.21 0.00
H 10.94 14.00 8.16 0.01
H 8.74 15.56 8.20 0.00
H 11.30 4.88 8.93 0.00
H 7.41 15.59 10.06 0.03
H 7.25 12.49 8.44 0.02
H 11.04 10.62 15.07 0.00
H 9.35 11.68 9.38 0.02
H 11.96 9.41 10.54 0.00
H 18.31 6.65 13.28 0.00
H 16.65 6.21 11.53 0.00
H 7.47 6.47 8.99 0.00
H 12.70 10.41 13.21 0.00
H 18.45 9.05 14.35 0.00
H 6.92 12.70 6.23 0.00
H 10.43 9.95 6.10 0.03
```

Properties
- 2S+1 = 6
- expectation value of S² = 8.8727
- LUMO (alpha / beta) (eV) = 3.85 / 1.25
- HOMO (alpha / beta) (eV) = -0.411 / -2.942
- charge = -2
- maximum force (eV/A) = 7.351
- ΔE to the lowest compared entry with this formula, charge and spin (kJ/mol) = 965.9